(1)
{
  "formula": "C31H31BBaF5N12S",
  "method": "ωB97M-V with the def2-TZVPD basis set",
  "species": ["H", "H", "S", "C", "C", "N", "C", "C", "C", "H", "H", "C", "H", "H", "H", "N", "C", "C", "N", "C", "F", "H", "N", "H", "H", "C", "N", "C", "H", "C", "F", "H", "H", "C", "B", "F", "N", "C", "C", "C", "N", "H", "C", "N", "N", "C", "F", "N", "C", "H", "C", "H", "N", "Ba", "C", "C", "C", "C", "H", "C", "H", "H", "C", "H", "C", "H", "H", "H", "H", "H", "H", "F", "C", "N", "H", "C", "C", "H", "H", "H", "H", "C"],
  "xyz": [[-1.289194, 5.573022, -2.075465], [2.139834, -2.343148, -6.560794], [2.209023, 2.173161, 3.326562], [3.833990, 1.185337, 0.152122], [-0.395038, 5.051757, -1.737149], [-0.257568, -0.853618, -0.961407], [-1.997331, -2.342460, -1.297490], [0.979755, -5.036642, 2.307452], [0.294794, -2.390018, 1.791354], [-2.527195, -3.144023, -1.784567], [0.235267, -4.682024, 4.287552], [2.753218, -1.826381, -3.919801], [1.308374, -0.794679, -6.725454], [-4.894950, -0.795111, -1.230897], [-4.836027, 1.649923, -1.642726], [0.273697, 2.702404, -1.487860], [-2.057188, 0.181148, 0.340232], [-2.286532, -1.915469, 0.081543], [1.826821, 0.594894, -0.565594], [-0.769385, 1.685196, -3.149349], [-3.108420, 2.751688, 2.805602], [4.743427, 1.730882, 0.336879], [-0.979344, -0.825839, 0.299327], [3.760176, -1.877986, 1.740472], [-1.019844, 0.852541, -3.781776], [-4.155203, -0.159318, -0.764323], [1.417423, -0.506508, -2.766665], [-3.091236, 1.994684, -0.439903], [3.576925, -2.453220, -4.215341], [1.667535, -1.395121, -4.703880], [-1.283815, 5.725586, 3.240974], [3.123588, -1.283359, -1.781139], [1.255666, -0.282520, 5.698925], [0.412991, -4.259232, 3.307182], [0.748412, 0.223965, -1.585371], [-1.432466, 4.006006, 4.558590], [1.668127, 0.526179, 5.268585], [1.395153, 0.781275, 3.961151], [-2.240309, 3.771473, 2.365980], [-0.425624, 3.616914, -2.151416], [0.053098, 0.052388, 2.211639], [-1.774277, -3.807605, 1.011653], [-3.227671, -0.706087, 0.279073], [0.062961, 1.512788, -2.103547], [0.865464, -0.610763, -3.997657], [2.547644, -1.244816, -2.690975], [-3.044293, 4.527668, 1.482457], [-1.967675, 1.418549, 0.059464], [-0.935173, -1.713169, -1.799846], [-3.751694, -0.792640, 1.243595], [2.812422, 1.530835, -0.686475], [-0.355276, 5.166650, -0.651191], [2.239711, -0.389231, 0.284219], [0.120033, 2.663039, 1.260510], [0.880296, -3.167763, 0.793828], [4.105505, -0.845866, 1.788102], [-0.144896, -1.005275, 1.521761], [-2.492810, -2.998032, 1.102950], [1.244438, -6.066678, 2.508881], [1.215991, -4.486912, 1.055418], [1.089951, -2.729311, -0.170248], [-2.499147, -2.609787, 2.120183], [-1.112282, 3.019906, -3.217235], [3.862140, -0.446607, 2.775339], [-4.107832, 1.176204, -0.998417], [5.189139, -0.824179, 1.676360], [-3.494588, -3.391131, 0.898919], [2.307729, 1.113475, 5.768007], [-0.526626, -1.844704, -2.789267], [2.701350, 2.363524, -1.358032], [-1.751448, 3.498804, -3.938738], [-3.190472, 5.185776, 4.111279], [0.074899, -2.940292, 3.054709], [0.627442, -0.156377, 3.435949], [-0.361502, -2.324559, 3.826224], [-2.069056, 4.673114, 3.575174], [1.366145, -1.707721, -6.132812], [0.470751, 5.567073, -2.155502], [1.672879, -5.084534, 0.277260], [-3.118179, 3.071984, -0.488109], [0.411422, -2.226475, -6.227114], [3.425957, -0.032623, 0.740094]],
  "forces_ev_per_angstrom": [[0.0, 0.0, 0.0], [0.0, 0.0, 0.0], [-0.1, -0.3, 0.0], [0.1, 0.0, -0.1], [-0.1, 0.1, 0.0], [0.1, 0.1, -0.1], [0.1, 0.0, -0.1], [0.0, 0.0, 0.0], [0.1, 0.0, 0.1], [0.0, 0.0, 0.0], [0.0, 0.0, 0.0], [0.0, 0.0, 0.1], [0.0, 0.0, 0.0], [0.0, 0.0, 0.0], [0.0, 0.0, 0.0], [-0.1, 0.2, 0.0], [-0.1, 0.1, 0.0], [0.1, 0.0, 0.0], [-0.1, -0.2, 0.0], [0.0, 0.0, 0.0], [0.0, 0.0, 0.0], [0.0, 0.0, 0.0], [0.0, -0.1, 0.0], [0.0, 0.0, 0.0], [0.0, 0.0, 0.0], [0.0, 0.1, 0.0], [0.0, -0.1, 0.1], [0.0, -0.1, 0.0], [0.0, 0.0, 0.0], [-0.1, 0.0, 0.1], [0.0, 0.0, 0.0], [0.0, 0.0, 0.0], [0.0, 0.0, 0.0], [0.0, 0.0, 0.0], [0.1, -0.1, 0.0], [0.0, 0.0, 0.0], [0.0, 0.0, -0.1], [0.2, -0.1, 0.6], [-0.1, 0.0, 0.0], [0.0, -0.1, 0.0], [0.0, -0.4, 0.2], [0.0, 0.0, 0.0], [0.0, 0.1, 0.1], [-0.1, 0.1, 0.0], [0.0, 0.1, -0.1], [0.1, 0.1, -0.1], [0.0, 0.0, 0.0], [-0.1, 0.0, -0.1], [-0.1, -0.1, 0.1], [0.0, 0.0, 0.0], [0.0, 0.1, 0.0], [0.0, 0.0, 0.0], [0.2, 0.0, 0.1], [0.4, 0.6, 0.0], [0.0, 0.1, 0.0], [0.0, 0.0, 0.0], [-0.1, 0.2, 0.0], [0.0, 0.0, 0.0], [0.0, 0.0, 0.0], [0.0, 0.0, 0.0], [0.0, 0.0, 0.0], [0.0, 0.0, 0.0], [0.0, -0.1, 0.0], [0.0, 0.0, 0.0], [-0.1, -0.1, 0.0], [0.0, 0.0, 0.0], [0.0, 0.0, 0.0], [0.0, 0.0, 0.0], [0.0, 0.0, 0.0], [0.0, 0.0, 0.0], [0.0, 0.0, 0.0], [0.0, 0.0, 0.0], [0.0, 0.0, -0.1], [-0.1, 0.1, -0.4], [0.0, 0.0, 0.0], [0.0, 0.0, 0.0], [0.0, 0.0, 0.0], [0.0, 0.0, 0.0], [0.0, 0.0, 0.0], [0.0, 0.0, 0.0], [0.0, 0.0, 0.0], [-0.2, -0.1, 0.0]],
  "mulliken_charge": [0.3884, 0.3779, -0.4708, -1.7861, -1.4140, 0.7046, -2.5192, -0.5637, -0.0697, 0.4718, 0.4252, -1.3292, 0.2843, 0.4759, 0.4532, -0.9698, -1.3640, 1.3349, 0.6778, -0.1994, -0.3796, 0.4947, 2.3697, 0.2334, 0.5425, -1.0877, 0.6181, -0.9926, 0.4091, 0.7335, -0.2911, 0.4248, 0.1974, -1.0065, -0.5067, -0.2645, -0.4200, 0.3808, -0.2592, 0.5803, 0.6037, 0.3004, 0.8966, 1.9394, -1.2202, -0.2194, -0.3975, 1.1145, 0.3202, 0.4864, -0.2334, 0.2089, 0.3514, 1.5043, 0.4922, -1.2690, -0.9511, -1.8900, 0.4317, -1.2709, 0.4249, 0.4336, -1.5085, 0.1105, -0.8864, 0.4619, 0.5402, 0.1903, 0.6709, 0.5789, 0.4511, -0.2699, -0.1792, -0.9053, 0.5918, 0.7469, -1.3588, 0.2923, 0.4489, 0.4930, 0.2779, 0.5122],
  "multiplicity": 2,
  "lumo_energy_ev": [-0.15, -1.59],
  "orbital_gap_ev": [7.62, 6.17],
  "relative_energy_kcal_mol": 99.8,
  "e_tot_ha": -2804.8558
}

---

(2)
{
  "formula": "CH2N2O3S",
  "method": "ωB97M-V with the def2-TZVPD basis set",
  "species": ["N", "H", "N", "C", "O", "O", "H", "O", "S"],
  "xyz": [[-2.132041, -0.284007, 0.590138], [0.284450, 2.243349, -1.096381], [0.207588, 0.184712, -0.208285], [0.659148, -0.814456, 0.651059], [-2.341437, 0.832389, 0.967104], [-2.528787, -1.368858, 0.403463], [0.996818, -1.695361, 0.018673], [0.804483, -0.787256, 1.859203], [0.061761, 1.730821, 0.295962]],
  "forces_ev_per_angstrom": [[2.8, 1.6, -0.6], [-0.6, -0.6, 2.6], [0.0, 0.4, 0.0], [0.8, -0.5, 0.2], [-1.8, -2.0, 0.1], [-1.6, 0.1, 0.6], [-0.5, 0.6, 0.7], [-0.3, 0.2, -0.9], [1.4, 0.3, -2.7]],
  "mulliken_charge": [0.8585, 0.2037, -0.3321, 0.2142, -0.4154, -0.4203, 0.3430, -0.4870, 0.0356],
  "lumo_energy_ev": [-1.99, -0.84],
  "orbital_gap_ev": [7.66, 8.46],
  "relative_energy_kcal_mol": 124.9,
  "e_tot_ha": -772.5077
}